(1)
Computed, not measured: a structure of composition C29H33BrGeN2OS4SeSn, with the ωB97M-V functional and the def2-TZVPD basis.

Output
Charge   0
E_tot   -276715.1690 eV
Energy relative to the best compared isomer or geometry (same formula, charge and spin)   2.3 kcal per mole
2S+1   1
Frontier orbital gap   7.11 eV

```
73
Properties=species:S:1:pos:R:3:mulliken_charge:R:1
C 0.19 -6.29 0.80 -0.547
Ge -2.74 1.84 5.06 0.282
C -0.02 4.20 3.65 -1.132
H -5.03 0.87 4.48 0.344
C -0.31 -3.65 1.50 0.450
C 3.43 -0.14 -2.45 -0.561
C -4.14 -0.15 0.92 -0.680
C -1.01 -5.96 1.42 -0.692
C 3.92 -0.33 -4.76 1.061
H 2.07 -5.57 0.08 0.437
O 4.68 -0.13 -5.86 -0.548
H -2.17 -4.39 2.28 0.320
C -1.25 -4.65 1.77 -0.482
C -1.06 1.03 5.62 -0.966
H -4.82 -0.82 1.43 0.467
H -4.28 -0.08 5.76 0.413
C 3.08 4.49 0.43 -0.593
H 3.66 0.19 -1.44 0.578
H -0.37 5.17 3.28 0.337
H -3.15 2.21 2.58 -0.234
H -2.43 -2.54 0.50 0.633
C -2.55 2.74 3.32 -0.425
C 2.35 4.96 -0.66 -0.688
C 1.13 -5.31 0.55 -0.648
H 3.76 5.15 0.97 0.392
H 2.45 5.98 -0.99 0.414
C -3.67 1.82 -0.32 -0.910
S 2.22 -2.82 0.59 -0.457
S -0.69 -1.98 2.00 0.081
H 1.06 4.15 3.57 0.316
H 2.43 -1.40 -5.89 0.447
Sn 0.67 -0.98 -0.37 0.404
N 2.27 -0.80 -2.58 0.002
H -2.66 3.97 6.47 0.346
H 0.40 -7.32 0.52 0.354
C 1.51 4.08 -1.31 -0.330
C -2.78 -0.47 0.84 0.262
H -3.44 2.66 7.37 0.365
H -2.92 3.77 3.35 0.520
C -4.09 0.44 4.83 -0.897
H 0.93 4.42 -2.16 0.438
H -5.63 1.28 0.36 0.421
N -1.89 0.34 0.26 0.815
H -3.08 -2.16 2.09 0.464
C 1.36 2.76 -0.89 -0.066
C -2.32 1.46 -0.32 0.271
H 5.48 0.36 -5.62 0.298
H -0.31 4.08 4.69 0.291
C -2.37 -1.84 1.33 -1.078
C 2.11 2.27 0.19 0.824
H -3.75 -0.29 4.09 0.044
C 4.28 0.12 -3.49 -0.833
H -1.75 -6.72 1.63 0.392
C 0.92 -3.97 0.89 0.312
C 2.73 -1.03 -4.92 -0.507
H -4.33 3.52 6.12 0.363
C -1.35 2.43 -0.95 -0.408
H -0.98 3.07 -0.15 -0.029
H 5.20 0.67 -3.33 0.316
C -4.58 1.01 0.33 -0.780
H 3.54 2.82 1.68 0.466
S 2.15 0.63 0.86 -0.375
H -0.29 1.78 5.77 0.335
H -0.70 0.33 4.87 0.219
C -3.36 3.13 6.39 -1.138
H -1.89 3.04 -1.66 0.503
C 1.96 -1.22 -3.79 -0.054
Br 0.32 -2.16 -3.98 -0.138
H -3.98 2.73 -0.81 0.417
Se -0.75 2.75 2.58 0.266
H -1.21 0.49 6.56 0.383
S 0.15 1.77 -1.76 0.004
C 2.96 3.18 0.84 -0.868
```

(2)
Computed, not measured: a structure of composition C29H33ClN5O4P2Rh at a distorted geometry, with the ωB97M-V functional and the def2-TZVPD basis.

Output
Charge   +2
E_tot   -80338.4272 eV
Energy relative to the best compared isomer or geometry (same formula, charge and spin)   0.0 kcal per mole
2S+1   1
Frontier orbital gap (alpha / beta)   5.37 / 5.37 eV

```
75
Properties=species:S:1:pos:R:3:mulliken_charge:R:1
C 1.24 0.93 3.90 -0.162
N -0.68 0.77 -4.32 -0.426
C -2.36 2.05 -2.38 0.663
H 1.64 3.63 0.16 0.534
C 2.88 -2.90 0.83 -0.258
C -1.04 2.01 -4.47 0.661
H 1.03 1.74 -6.06 0.413
H 0.55 3.03 -7.15 0.354
C 2.09 2.65 0.04 -1.094
Cl 0.58 -1.82 -3.80 0.967
H -3.70 0.45 1.83 0.357
C 2.04 -4.98 -0.80 -0.503
H -5.61 -2.71 3.98 0.409
C 1.83 -2.66 -0.04 0.033
H 5.09 1.22 -0.59 0.456
C -2.32 -1.95 3.77 0.149
C 3.45 2.55 -0.22 -0.656
H -5.76 -0.74 2.50 0.418
C -3.48 -2.62 4.15 -0.765
C -4.71 -2.19 3.68 -0.482
H 4.06 3.44 -0.31 0.440
C -0.78 0.62 5.16 -0.570
H 0.26 1.60 0.37 0.315
C 3.09 -5.17 0.10 -0.496
C 4.04 1.30 -0.37 -0.814
H -2.13 3.56 -3.70 0.182
H -2.41 0.58 -1.08 -0.046
H -1.06 4.41 -6.76 0.321
C 1.39 -3.70 -0.99 0.204
H -0.32 1.49 -7.20 0.358
H -3.82 3.50 -2.27 0.198
C 1.32 1.51 0.15 -0.570
H -0.39 -2.27 1.88 0.742
H 4.36 -4.28 1.57 0.462
C -4.80 -1.09 2.85 -0.585
H -3.77 2.40 -0.96 0.167
H -2.44 4.00 -5.78 0.424
C -0.10 0.54 3.95 0.333
H -1.37 -2.28 4.16 0.433
C 0.19 -1.34 1.87 -1.272
C 1.90 1.36 5.04 -0.751
P -0.92 0.09 2.39 0.295
N -0.74 2.75 -5.54 0.123
N -1.82 2.62 -3.50 -0.080
C 3.27 0.15 -0.25 -0.383
H 3.18 -2.13 1.53 0.557
C -1.35 4.06 -5.78 -1.071
H 3.54 -6.15 0.18 0.447
H -0.66 1.12 7.24 0.413
N -3.36 2.73 -1.81 -0.349
O 0.61 -3.47 -1.95 -0.765
H 1.63 -5.79 -1.40 0.563
H -1.82 0.34 5.22 0.397
H 3.74 -0.81 -0.40 0.480
H 2.94 1.65 4.99 0.432
Rh -0.43 -0.19 -2.58 0.628
C 0.18 2.21 -6.55 -1.124
H 1.72 1.76 7.14 0.397
H -3.42 -3.47 4.81 0.414
O -0.38 -1.05 -0.73 -0.778
O 1.46 -0.88 -2.96 -0.378
H 1.03 -1.46 2.55 0.664
H 1.79 0.91 2.96 0.287
C -0.12 1.06 6.30 -0.675
C 3.55 -4.13 0.87 -0.861
N -1.90 0.93 -1.88 -0.330
C -3.64 -0.42 2.47 -0.636
O 0.63 -1.47 -5.22 -0.589
H 0.94 -4.39 0.01 0.207
H -1.01 4.80 -5.05 0.372
P 0.82 -1.17 0.20 1.615
C -2.39 -0.84 2.92 0.445
H -0.19 0.37 -5.12 0.188
C 1.91 0.25 0.03 1.076
C 1.21 1.42 6.25 -0.527
```

(3)
Computed, not measured: a structure of composition C29H33IKN3O3 at a distorted geometry, with the ωB97M-V functional and the def2-TZVPD basis.

Output
Charge   0
E_tot   -65649.5470 eV
Energy relative to the best compared isomer or geometry (same formula, charge and spin)   15.7 kcal per mole
2S+1   1
Frontier orbital gap   8.52 eV

```
70
Properties=species:S:1:pos:R:3:mulliken_charge:R:1
C -3.55 3.24 0.38 -0.783
C -0.21 -2.33 2.30 1.016
C -2.58 -1.11 -4.75 -0.336
H -3.36 4.30 0.53 0.442
H -2.55 1.36 -2.45 0.430
C 1.08 -2.51 1.79 1.098
H 3.10 4.40 -0.91 0.453
C 3.77 3.53 -2.78 -0.197
H 4.37 4.37 -3.07 0.426
H 0.48 -4.02 0.36 0.520
H 1.33 -1.76 -3.71 0.323
N -2.68 1.00 0.43 0.334
H 0.50 -2.88 -2.66 0.432
N -1.11 -0.12 -2.61 0.324
O 0.38 1.85 0.05 -0.656
H -3.91 0.56 -4.35 0.417
H 4.24 -1.44 2.30 0.513
C 3.06 3.56 -1.59 -0.831
C 2.27 2.47 -1.25 0.248
H -0.82 1.03 4.50 0.503
C 0.13 1.08 3.98 -2.141
C -0.54 -1.15 2.99 0.951
N 2.20 1.37 -2.02 -0.206
C -1.41 -1.73 -4.34 -0.907
H 3.70 -1.44 0.63 0.302
C 2.92 1.34 -3.15 -0.255
C 1.48 2.48 0.06 0.130
C -3.00 0.03 -4.07 -0.838
H 2.50 1.62 2.93 0.372
O 1.17 -1.22 -1.72 -0.254
C 1.78 -0.43 2.83 1.300
I -4.09 -1.47 -0.31 0.071
C -0.70 -1.19 -3.28 0.725
K -0.01 -0.30 0.28 1.252
H -1.54 2.65 0.92 0.352
H -1.05 -2.61 -4.85 0.427
H 0.90 1.34 4.71 0.453
H 3.76 0.47 2.62 0.414
C 0.46 -0.20 3.25 1.474
C 2.84 0.61 3.17 -2.184
H -2.09 -1.01 4.51 0.358
C 3.50 -1.86 1.62 -2.264
H -5.89 1.00 -0.58 0.454
C -4.78 2.77 -0.05 -0.352
H 2.86 0.43 -3.74 0.340
C 2.09 -1.58 2.09 1.172
H -0.81 -4.41 2.03 0.474
C -1.96 -0.89 3.43 -2.442
H 1.77 -4.57 1.41 0.354
H -1.95 -3.45 2.94 0.504
H -5.60 3.46 -0.23 0.395
O 2.03 3.09 0.99 -0.765
C 3.71 2.39 -3.57 -0.802
C -1.26 -3.42 2.10 -2.301
H 3.69 -2.93 1.55 0.449
H -3.15 -1.50 -5.58 0.411
H -2.27 0.13 3.19 0.419
C -4.95 1.41 -0.24 -0.570
C -2.53 2.33 0.61 -0.336
C 1.38 -3.69 0.88 -2.673
H 2.10 -3.43 0.11 0.475
H 4.25 2.31 -4.50 0.393
C -2.24 0.48 -3.01 -0.216
H 1.39 -0.26 -1.90 0.521
C -3.87 0.58 0.01 -0.213
H 3.08 0.57 4.24 0.379
H -1.88 -3.27 1.21 0.255
C 0.64 -1.81 -2.87 -1.128
H -2.67 -1.53 2.92 0.388
H 0.10 1.93 3.28 0.203
```

(4)
Computed, not measured: a cluster of 5 separate species, C29H34BN4O14P2 in total at a distorted geometry, with the ωB97M-V functional and the def2-TZVPD basis.

Output
Charge   -1
E_tot   -84497.1068 eV
2S+1   1
Frontier orbital gap   4.37 eV

```
84
Properties=species:S:1:pos:R:3:mulliken_charge:R:1
N -4.88 -2.82 -4.19 1.075
H 3.08 0.84 3.72 0.475
C -8.12 -1.44 -2.98 -0.505
P 0.15 -1.27 -3.78 -0.082
C 0.84 1.02 -1.93 -0.246
H -9.20 -2.02 -1.22 0.377
C -7.00 -1.65 -3.76 -0.225
C 7.76 -3.30 -0.56 0.003
O -4.10 -3.68 -3.83 -0.611
C 7.02 -2.73 0.46 -0.511
H -1.65 0.75 -1.25 0.340
N 2.97 -0.29 1.30 1.130
C -6.09 -2.62 -3.37 0.113
H 4.78 -1.06 -1.44 0.468
H 0.47 1.85 -1.31 0.327
H 7.28 -2.92 1.49 0.440
H -2.16 -0.53 -2.33 0.222
H -0.16 -1.89 -1.38 0.128
C -0.38 5.86 5.31 -0.502
H 5.35 -1.47 0.91 0.293
O 9.12 -4.38 0.96 -0.618
H 0.50 -1.18 0.96 0.449
B -0.20 0.57 -3.10 0.693
H -1.38 -0.96 2.56 0.399
H -8.84 -0.68 -3.26 0.370
H 2.99 1.40 -1.52 0.521
H 0.80 -3.09 -2.28 0.339
C 6.39 -2.27 -2.21 -0.560
C -8.32 -2.19 -1.83 -0.421
H -0.31 6.88 8.54 0.365
O -4.34 1.20 -2.13 -0.601
O 2.73 -0.81 0.24 -0.488
C -0.42 6.22 7.69 -0.387
C 1.04 0.57 4.36 -0.432
O 4.07 0.15 1.61 -0.695
H 1.03 0.15 -1.29 -0.234
C -0.05 -2.41 -2.33 -0.927
C -6.27 -3.38 -2.23 -0.404
H 6.13 -2.09 -3.24 0.406
C 2.26 1.42 -2.33 0.343
H -6.83 -1.06 -4.65 0.443
N 8.89 -4.18 -0.22 1.013
H -5.55 -4.13 -1.96 0.458
H -7.56 -3.75 -0.56 0.372
H 3.87 0.98 -3.77 0.385
C 5.63 -1.69 -1.20 -0.224
O 2.46 2.42 -3.27 -0.573
O -0.36 1.49 -4.24 -0.736
N -1.20 2.64 6.99 0.972
H 2.23 0.98 -4.57 0.205
C -0.21 0.07 4.04 -0.523
O 9.54 -4.65 -1.13 -0.623
C -0.70 4.53 5.50 -0.277
C 1.87 -0.18 2.27 -0.128
H -4.20 0.34 -1.70 0.331
O -1.37 2.25 8.13 -0.615
H -1.95 -1.90 -4.10 0.099
H -0.89 4.49 8.89 0.445
H -0.23 6.24 4.31 0.387
C -0.74 4.89 7.89 -0.410
O -1.26 -1.57 -4.68 -0.387
H -1.03 0.16 4.73 0.491
O -4.74 -2.11 -5.16 -0.595
O -1.28 1.95 6.00 -0.573
C 2.10 0.45 3.48 -0.372
C -0.23 6.70 6.40 -0.432
H -0.93 -3.03 -2.49 0.337
C 0.64 -0.70 1.92 -0.018
C 5.95 -1.92 0.14 -0.159
C 2.79 0.99 -3.65 -1.024
H 1.20 1.07 5.31 0.380
C 7.46 -3.08 -1.89 -0.402
H -0.40 1.00 -5.06 0.205
P -2.98 1.56 -2.99 0.977
H -0.81 3.86 4.65 0.483
C -1.75 0.49 -2.31 -0.717
O -2.77 3.01 -2.94 -0.737
H -3.54 0.09 -4.40 0.261
H 8.06 -3.53 -2.67 0.448
O -3.36 1.04 -4.46 -0.447
C -0.41 -0.57 2.82 -0.632
H 0.03 7.74 6.25 0.379
C -0.88 4.06 6.79 0.146
C -7.40 -3.17 -1.46 -0.439
```

(5)
Computed, not measured: a structure of composition C29H34CeN4O3PS3 at a distorted geometry, with the ωB97M-V functional and the def2-TZVPD basis.

Output
Expectation value of S²   0.75
Charge   0
E_tot   -97449.5653 eV
Energy relative to the best compared isomer or geometry (same formula, charge and spin)   47.3 kcal per mole
2S+1   2
Frontier orbital gap (alpha / beta)   5.93 / 5.94 eV

```
75
Properties=species:S:1:pos:R:3:mulliken_charge:R:1
C 0.79 4.53 -2.26 -0.609
H 1.71 -4.75 -0.82 0.198
N 2.65 1.35 -1.53 0.629
Ce -0.30 -0.80 -1.26 0.836
C -5.12 2.44 1.93 -0.560
H 5.13 -1.77 -0.23 0.310
H -3.60 -3.88 -0.22 0.335
C 0.72 -0.93 0.65 -0.630
C 0.37 2.86 2.54 -0.789
H 0.97 5.59 -2.42 0.425
H -1.89 1.60 1.48 0.385
H 3.00 -2.10 1.66 0.450
C 3.51 1.73 -0.49 -0.461
C -0.48 3.98 -2.27 -0.837
H 0.45 -5.99 -0.84 0.311
H 1.10 2.29 5.75 0.291
H 1.83 0.05 4.73 0.297
C 1.43 0.85 4.08 -0.057
C -1.07 -3.43 -4.61 -0.850
C -3.29 -2.84 -0.41 -0.734
H 1.28 -1.77 0.08 -0.675
C 1.89 3.61 -2.13 -0.813
H -3.25 -2.12 0.46 0.154
H -3.34 2.53 3.22 0.403
O 0.08 -4.12 -1.89 0.012
H 3.07 -1.34 3.19 0.547
P -1.52 -4.03 -2.04 -0.607
C -4.77 1.36 -0.19 0.433
H 3.46 2.69 -0.03 0.555
H -0.54 -1.89 2.74 0.265
C 1.57 2.28 -1.78 -0.120
H -0.01 3.90 4.23 0.549
C -3.82 2.26 2.26 -0.569
H -1.38 4.59 -2.23 0.407
H -0.79 -2.54 -5.23 0.215
C -3.34 0.50 -2.05 0.299
C 1.07 2.04 4.67 -0.984
C 0.47 3.06 3.89 -0.542
C -2.96 1.73 1.31 -0.115
C 0.62 -4.90 -0.78 -0.656
H -0.23 -4.02 -4.61 0.403
N -2.64 0.46 -0.89 0.466
N 0.38 1.80 -1.78 0.412
H 0.78 -1.88 3.99 0.336
C 0.55 -1.89 2.92 -1.473
H 4.04 -2.38 -1.63 0.211
C 2.81 -1.19 2.16 -2.184
H 0.18 -4.65 0.15 0.280
N 3.98 -0.30 -1.23 0.399
C -5.67 1.90 0.75 -0.429
H -1.97 -4.01 -5.05 0.245
C -3.43 1.19 0.16 -0.870
C 4.69 -1.54 -1.29 -0.768
H -5.87 2.80 2.57 0.380
S 2.22 -0.99 -3.11 -0.410
O -1.91 -2.86 -0.93 0.303
C 0.70 1.66 1.98 0.507
H -6.74 1.92 0.58 0.387
H -3.95 -2.40 -1.17 0.289
H 2.89 3.88 -2.25 0.670
S -5.05 1.03 -1.89 -0.295
C 2.90 0.05 -1.95 -0.186
H 0.48 1.54 0.96 0.472
C 4.30 0.65 -0.29 -0.921
H 5.00 0.39 0.52 0.600
C 1.29 -0.79 2.10 2.629
H 3.48 -0.44 1.83 0.420
H -1.53 2.01 -2.18 0.177
C -0.65 2.61 -2.08 -0.134
H 5.61 -1.46 -1.83 0.347
C 1.17 0.57 2.74 -0.462
H -0.13 3.64 1.92 0.333
O -1.54 -3.03 -3.32 0.158
S -2.66 0.00 -3.51 -0.312
H 0.82 -2.89 2.51 0.322
```

(6)
Computed, not measured: a cluster of 5 separate species, C29H34ClIN9O in total at a distorted geometry, with the ωB97M-V functional and the def2-TZVPD basis.

Output
Charge   +1
E_tot   -66698.7354 eV
2S+1   1
Frontier orbital gap   8.64 eV

```
75
Properties=species:S:1:pos:R:3:mulliken_charge:R:1
C -2.24 -1.17 -7.75 -0.661
H 5.95 5.76 1.41 0.367
H 4.32 -4.76 3.97 0.382
C -2.71 -1.06 -1.84 -1.247
C -2.02 -0.47 -6.57 -0.097
C -1.99 -0.60 -3.10 -0.465
H -6.14 -6.40 0.94 0.372
C -4.02 -4.67 -1.03 -0.110
H -1.30 -2.36 -9.26 0.382
H -0.13 0.34 -3.72 0.700
C 0.07 -1.73 -7.74 -0.718
H -2.98 -4.60 -1.33 0.380
H 4.30 6.58 5.29 0.366
H -1.42 2.20 -2.18 0.366
H -2.83 0.05 -6.07 0.354
H -2.47 0.29 -3.50 0.347
N -0.89 1.71 -1.48 -0.236
H -1.65 3.24 1.27 0.390
C 5.25 6.31 3.37 -0.145
H -6.77 -3.09 -1.70 0.364
C 0.19 -1.01 -6.56 -0.066
C -5.78 -5.67 0.24 -0.146
H 1.15 -0.93 -6.06 0.416
C 3.09 -3.00 4.11 -0.687
C -0.49 -0.25 -2.89 -0.906
H 5.99 7.10 3.52 0.381
C 4.85 -2.10 5.96 -0.209
C 4.18 -3.80 4.44 -0.269
N -0.64 2.14 -0.19 0.238
I 0.64 -2.07 -2.82 0.169
H -3.62 -1.59 -2.10 0.527
C 4.32 6.03 4.36 -0.697
N 0.58 1.11 1.61 -0.068
H -2.02 -1.39 -3.84 0.465
H -3.00 -0.24 -1.19 0.182
H -7.69 -4.74 -0.08 0.353
C -6.64 -4.75 -0.33 -0.478
C -1.17 -1.81 -8.34 -0.146
H 2.37 2.23 3.77 0.613
C -0.32 0.50 -1.61 0.279
H -0.33 4.11 0.48 0.296
H 0.75 3.10 2.28 0.281
H 5.54 -1.70 6.71 0.363
N 0.29 0.14 -0.50 -0.524
C -6.13 -3.82 -1.23 -0.148
N -0.83 -0.39 -5.97 -0.215
C 5.08 -3.34 5.38 -0.378
N 3.81 -1.32 5.66 -0.421
H 2.12 -1.13 4.54 0.443
H -3.23 -1.20 -8.18 0.372
O -1.95 4.99 -1.26 -0.371
H 1.76 0.81 5.35 0.343
C 0.46 2.13 2.66 -0.280
H 4.24 3.97 1.17 0.388
H 2.67 4.76 4.88 0.370
C 1.39 1.76 3.78 -0.540
N -4.84 -3.77 -1.58 -0.371
Cl -3.65 3.13 -0.73 -0.115
H -3.73 -6.33 0.29 0.349
C 4.28 4.58 2.07 -0.189
C 0.09 1.15 0.38 0.368
H 0.94 -2.22 -8.17 0.371
H 5.94 -3.92 5.67 0.357
C 3.41 5.02 4.13 -0.008
C 5.23 5.57 2.20 -0.617
N 3.37 4.29 3.01 -0.235
H -2.10 -1.76 -1.26 0.323
C -1.15 3.41 0.32 -0.237
C 2.95 -1.78 4.76 0.069
H -0.56 2.15 3.05 0.283
C -2.14 4.02 -0.63 0.246
N 1.01 0.95 4.67 -0.691
H 2.35 -3.33 3.39 0.357
H 1.08 0.27 1.84 0.278
C -4.44 -5.63 -0.12 -0.559
```